1.
The following is a quantum chemistry calculation of 6 unconnected molecules or ions with the total composition C18H42N6O6 at a distorted geometry, from the Open Molecules 2025 dataset.

The SMILES is CN(C)C=O.CN(C)C=O.CN(C)C=O.CN(C)C=O.CN(C)C=O.CN(C)C=O. The multiplicity is 1. Its molecular weight is 438.57 g mol⁻¹. As for the total energy: -1491.008622 a.u.

The geometry in XYZ format:
```
72
Properties=species:S:1:pos:R:3:forces:R:3
C 1.3238 1.2136 -5.1085 -0.1 0.4 0.4
O 1.2157 0.1556 -4.5260 0.0 -0.2 0.0
N 0.5885 1.6020 -6.1752 0.3 -0.3 -0.2
C -0.3150 0.6387 -6.7820 0.0 -0.1 0.3
C 0.9108 2.7727 -6.9640 -1.3 0.3 -0.1
H 1.9881 2.0079 -4.7326 0.2 0.0 -0.2
H -1.2547 1.1317 -7.0248 0.0 0.0 -0.1
H -0.4914 -0.1609 -6.0673 -0.1 0.1 0.1
H 0.1114 0.1568 -7.6645 0.0 0.2 -0.2
H -0.0445 3.2444 -7.2257 0.1 -0.1 -0.2
H 1.4221 3.5578 -6.4135 0.5 -0.4 0.1
H 1.3858 2.5022 -7.9057 0.4 0.1 0.1
C 1.3293 6.4369 2.7500 0.3 -0.5 -0.2
O 1.6301 7.3688 3.4600 0.0 0.3 0.1
N 0.1736 6.2886 2.0761 -1.1 0.2 -0.4
C -0.1512 5.0992 1.3178 -0.5 0.3 0.2
C -0.8643 7.2989 2.1161 0.3 0.4 0.0
H 1.9945 5.5780 2.5518 0.2 0.0 0.2
H 0.7573 4.5114 1.2124 -0.3 -0.4 -0.1
H -0.6195 5.3609 0.3629 0.7 0.2 -0.3
H -0.9874 4.5613 1.7843 0.5 -0.3 0.4
H -1.7534 6.9688 2.6574 0.1 -0.1 0.1
H -0.4560 8.1917 2.5869 -0.1 -0.1 0.1
H -1.1612 7.5663 1.0990 0.0 -0.1 0.0
C -3.3182 -5.3933 -2.5583 0.4 0.0 0.4
O -2.9660 -5.5706 -1.4077 -0.1 0.1 -0.2
N -3.3638 -4.2013 -3.1971 0.0 0.0 -0.7
C -3.0834 -2.9465 -2.5225 -0.2 -0.4 -0.2
C -4.0145 -4.1137 -4.4961 -0.6 -0.5 0.6
H -3.6065 -6.2375 -3.2074 -0.1 0.1 0.0
H -4.0344 -2.5003 -2.2159 0.1 0.2 0.2
H -2.5968 -2.2765 -3.2308 0.1 0.0 0.1
H -2.4301 -3.1390 -1.6764 -0.1 0.1 0.1
H -4.1570 -5.1259 -4.8743 0.2 0.0 -0.2
H -5.0354 -3.7330 -4.3655 0.2 0.4 -0.2
H -3.4567 -3.5150 -5.2113 0.1 0.1 0.0
C 1.2983 -3.4221 2.4828 0.3 -0.2 -0.5
O 2.0445 -2.4627 2.5078 -0.1 0.0 0.3
N 1.2909 -4.4503 3.3623 -0.2 0.1 -0.1
C 0.4790 -5.6314 3.1013 0.4 0.1 -0.3
C 2.3368 -4.6191 4.3387 0.2 -1.0 0.5
H 0.5820 -3.5911 1.6613 -0.2 0.3 0.1
H 1.0562 -6.3750 2.5397 0.1 -0.2 0.4
H -0.3645 -5.4176 2.4473 -0.1 0.3 0.3
H 0.1536 -6.0137 4.0662 -0.2 -0.3 -0.2
H 1.9222 -5.0819 5.2396 -0.2 0.4 0.1
H 3.0611 -5.3796 4.0182 0.1 0.2 -0.3
H 2.8760 -3.7143 4.5863 -0.2 0.2 -0.2
C -0.3188 -0.7115 -1.0428 0.5 -0.1 0.7
O -0.0870 -1.8728 -0.7569 -0.2 0.0 -0.5
N -0.8741 0.1525 -0.1576 -0.6 -0.2 -0.1
C -1.0187 1.5624 -0.4075 -0.2 0.4 0.7
C -1.4104 -0.3375 1.0984 1.0 0.4 0.5
H -0.0315 -0.2470 -2.0017 -0.1 -0.1 0.0
H -1.0016 1.7997 -1.4684 0.2 0.0 0.0
H -0.2732 2.1235 0.1709 0.2 0.0 -0.4
H -1.9629 1.9185 0.0213 -0.2 -0.2 -0.3
H -2.4988 -0.3074 1.1123 -0.1 -0.2 0.0
H -0.9775 -1.3071 1.3245 -0.4 -0.3 -0.3
H -1.0378 0.2961 1.9118 -0.2 0.2 -0.1
C 2.1872 1.1771 2.9051 0.3 0.1 0.7
O 2.6497 2.2001 2.4415 0.0 0.1 -0.4
N 2.5446 0.6457 4.1065 -0.8 -0.3 -0.8
C 1.6849 -0.3543 4.7239 0.4 0.4 0.1
C 3.5940 1.2222 4.9021 0.1 0.1 0.1
H 1.4206 0.5758 2.3971 -0.1 0.0 -0.1
H 2.2876 -1.2183 5.0086 -0.1 0.1 0.3
H 0.9191 -0.7229 4.0480 0.1 0.2 -0.2
H 1.1963 0.1397 5.5706 0.0 -0.5 0.2
H 4.1083 1.9709 4.3055 0.0 0.0 0.0
H 3.1991 1.7070 5.8002 0.0 0.0 0.0
H 4.2950 0.4455 5.2136 0.0 0.0 0.0
```
Positions in Å, forces in eV/Å.

2.
The following is a quantum chemistry calculation of C22H25N3O5 in the gas phase, from the Open Molecules 2025 dataset.

The SMILES is CCOc1ccc(C(=O)NN[C@@H]2CC(=O)N(CCc3ccccc3)C2=O)cc1OC. The multiplicity is 1. Its molecular weight is 411.46 g mol⁻¹. As for the total energy: -1393.829702 a.u.

The geometry in XYZ format:
```
55
Properties=species:S:1:pos:R:3:forces:R:3
C 5.7855 3.0104 -0.8844 -0.4 0.0 0.1
C 4.4260 3.1377 -0.2152 0.4 0.2 0.2
H 4.4811 2.7924 0.8268 -0.1 0.1 -0.1
H 4.0965 4.1861 -0.2211 0.0 -0.1 0.0
O 3.5167 2.3380 -0.9447 -0.2 -0.2 -0.1
C 2.2254 2.2782 -0.5450 -0.1 -0.2 -0.2
C 1.6880 2.9477 0.5434 0.2 0.0 -0.1
C 0.3508 2.7960 0.8756 -0.3 -0.1 -0.1
C -0.4751 1.9979 0.1028 0.4 0.1 0.2
C 0.0536 1.3099 -0.9944 0.1 0.0 -0.1
C 1.3921 1.4296 -1.3172 0.2 0.1 -0.1
O 2.0089 0.7761 -2.3355 0.1 0.3 0.4
C 1.2726 -0.1844 -3.0537 -0.2 -0.2 -0.1
H 1.9729 -0.6148 -3.7674 -0.1 0.0 0.0
H 0.4354 0.2666 -3.5957 0.0 0.0 0.0
H 0.8959 -0.9739 -2.3957 0.0 0.0 0.0
H -0.5755 0.6394 -1.5585 0.0 -0.1 -0.1
C -1.8907 1.8114 0.5015 -0.2 0.1 -0.1
O -2.2642 1.7416 1.6605 0.1 0.0 0.2
N -2.7699 1.7433 -0.5351 -0.2 0.0 -0.2
H -2.4391 1.7316 -1.4888 0.0 0.1 0.2
N -4.0946 1.3027 -0.3910 0.2 0.3 0.1
H -4.5463 1.8625 0.3303 0.2 -0.1 -0.2
C -4.2225 -0.1219 -0.0587 -0.1 0.0 0.0
C -2.9919 -0.8913 -0.5377 -0.3 0.1 0.0
O -2.4596 -0.8163 -1.6178 0.0 0.0 -0.3
N -2.5687 -1.6925 0.4840 0.2 -0.3 0.0
C -3.3324 -1.5967 1.6391 -0.3 0.2 -0.1
O -3.1832 -2.2949 2.6025 0.1 -0.1 0.2
C -4.3240 -0.4799 1.4289 -0.2 0.2 0.2
H -5.3224 -0.7696 1.7521 0.0 -0.1 0.0
H -3.9875 0.3589 2.0481 0.0 -0.1 -0.1
C -1.3683 -2.4970 0.3965 0.2 -0.1 0.0
H -1.6119 -3.5189 0.6947 0.0 0.1 -0.1
H -1.0591 -2.4859 -0.6519 -0.1 0.0 0.1
C -0.2627 -1.9176 1.2922 0.0 -0.1 0.0
C 1.0944 -2.3952 0.8582 0.0 0.1 0.1
C 1.4027 -3.7505 0.8415 0.0 0.0 0.0
C 2.6415 -4.1840 0.4045 0.0 -0.1 0.0
C 3.5891 -3.2692 -0.0242 0.1 0.0 0.0
C 3.2959 -1.9170 0.0003 0.1 0.0 0.0
C 2.0574 -1.4858 0.4426 0.0 0.0 0.0
H 1.8362 -0.4286 0.4682 0.0 0.1 0.0
H 4.0254 -1.1931 -0.3310 0.1 0.1 0.0
H 4.5532 -3.6104 -0.3712 0.1 0.0 0.0
H 2.8683 -5.2402 0.3970 0.0 -0.1 0.0
H 0.6705 -4.4700 1.1778 -0.1 -0.1 0.0
H -0.2974 -0.8266 1.2351 0.0 0.0 0.0
H -0.4593 -2.2057 2.3272 0.0 0.1 0.0
H -5.0955 -0.4889 -0.6137 0.2 -0.1 0.1
H -0.0586 3.3031 1.7349 0.0 0.0 0.1
H 2.3081 3.5855 1.1522 0.1 0.0 0.0
H 6.5170 3.6146 -0.3554 0.1 0.1 0.0
H 5.7221 3.3448 -1.9160 0.0 0.0 -0.1
H 6.1057 1.9724 -0.8776 0.1 -0.1 0.0
```
Positions in Å, forces in eV/Å.

3.
The following is a quantum chemistry calculation of a molecular structure, C34H39CaIN8O2 at a distorted geometry, from the Open Molecules 2025 dataset.

The multiplicity is 1. Its molecular weight is 758.72 g mol⁻¹. As for the total energy: -2882.537945 a.u. As for the charge: +2.

The geometry in XYZ format:
```
85
Properties=species:S:1:pos:R:3:forces:R:3
Ca 0.9565 0.4531 0.3893 1.1 1.3 -0.4
C -0.3011 -0.2650 3.2547 0.1 0.0 -0.1
N 0.8796 -0.6806 2.4767 0.1 -0.2 0.4
C 0.8058 -2.1102 2.1090 0.2 0.2 -0.1
C 1.7767 -2.4920 0.9968 0.0 0.2 0.2
C 1.9810 -3.8331 0.7021 0.0 0.0 0.1
C 2.8941 -4.1722 -0.2755 0.1 -0.1 -0.1
C 3.5954 -3.1642 -0.9241 0.0 -0.1 0.0
C 3.3231 -1.8587 -0.5834 -0.1 0.2 0.1
N 2.4189 -1.5115 0.3493 0.1 -0.5 0.0
C 2.1456 -0.3882 3.1960 -0.2 0.1 -0.1
C 2.4325 1.0959 3.3028 -0.1 -0.1 -0.3
C 2.7501 1.6737 4.5169 0.0 0.0 0.0
C 3.0350 3.0314 4.5623 0.0 0.0 0.1
C 2.9877 3.7625 3.3908 0.0 0.0 0.0
C 2.6586 3.1043 2.2169 0.0 -0.1 -0.1
N 2.3867 1.7994 2.1533 0.0 -0.2 0.3
C -0.7074 1.1949 3.1088 0.2 -0.2 -0.2
C -1.2917 1.8388 4.1891 0.0 0.0 0.0
C -1.7509 3.1348 4.0363 0.0 0.1 0.1
C -1.6141 3.7512 2.8025 0.0 0.0 0.0
C -1.0090 3.0407 1.7842 0.1 -0.1 -0.1
N -0.5561 1.7888 1.9141 -0.2 0.0 0.4
H -0.1617 -0.4895 4.3176 0.0 0.0 0.0
H -1.1503 -0.8591 2.9130 0.0 0.0 0.0
H -0.2113 -2.3235 1.7759 0.0 0.0 -0.1
H 1.0064 -2.7553 2.9728 0.0 0.0 0.1
H 1.4392 -4.5960 1.2471 0.0 0.0 0.0
H 3.0745 -5.2111 -0.5201 0.0 0.0 0.0
H 4.3433 -3.3858 -1.6730 0.0 0.0 0.0
H 3.8418 -1.0441 -1.0751 0.0 0.0 0.0
H 2.9613 -0.8426 2.6356 0.0 -0.1 0.0
H 2.1299 -0.8520 4.1879 0.0 0.1 0.1
H 2.7778 1.0676 5.4129 0.0 0.0 0.0
H 3.2905 3.5083 5.4996 0.0 0.0 0.0
H 3.2051 4.8218 3.3740 0.0 0.0 0.0
H 2.6184 3.6442 1.2773 0.0 0.0 0.0
H -1.3762 1.3264 5.1389 0.0 0.0 0.0
H -2.1999 3.6596 4.8698 0.0 0.0 0.0
H -1.9466 4.7665 2.6357 0.0 0.0 0.0
H -0.8689 3.5008 0.8112 0.0 0.0 0.0
C -3.0931 -1.8649 0.8670 -0.1 0.0 0.0
C -2.3879 -2.1920 -0.4232 0.0 -0.2 0.0
N -2.8311 -3.2283 -1.1065 0.0 0.0 -0.1
C -2.2169 -3.5673 -2.2522 -0.1 0.0 0.1
C -1.1525 -2.8715 -2.7781 0.0 0.0 0.0
C -0.5331 -3.3400 -4.0731 0.0 0.0 0.0
O -0.6304 -2.3840 -5.1256 0.0 -0.1 0.1
C -0.6703 -1.7542 -2.0666 0.4 0.1 -0.4
C 0.4218 -0.9665 -2.6692 -0.4 -0.2 0.2
N 1.1152 -0.0533 -2.0941 0.2 0.1 -0.2
C 2.1471 0.5386 -2.8854 -0.3 0.1 0.3
C 2.9693 -0.2089 -3.7237 0.1 -0.1 -0.1
C 3.9865 0.3956 -4.4456 0.0 0.0 0.0
C 4.2081 1.7604 -4.3340 0.0 0.0 0.0
C 3.4089 2.5240 -3.4956 0.0 -0.1 0.0
C 2.3969 1.9058 -2.7784 0.1 0.0 -0.1
I 1.1858 3.1049 -1.5648 -0.1 0.1 0.0
C -1.2747 -1.4169 -0.8498 0.2 0.5 0.4
O -0.8544 -0.4119 -0.1136 -1.3 -0.8 -0.4
H -4.1734 -1.8376 0.7057 0.0 0.0 0.0
H -2.7622 -0.9112 1.2753 0.0 0.0 0.0
H -2.9230 -2.6476 1.6102 0.0 0.0 0.0
H -2.6001 -4.4416 -2.7669 0.0 0.0 0.0
H -0.9815 -4.2928 -4.3609 0.0 0.0 0.0
H 0.5344 -3.5252 -3.9448 0.0 0.0 0.0
H -1.5417 -2.3616 -5.4340 0.0 0.0 0.0
H 0.6142 -1.1888 -3.7170 0.0 0.0 0.0
H 2.8157 -1.2794 -3.7954 0.0 0.0 0.0
H 4.6124 -0.2036 -5.0939 0.0 0.0 0.0
H 5.0029 2.2347 -4.8936 0.0 0.0 0.0
H 3.5722 3.5890 -3.4068 0.0 0.0 0.0
N -6.3825 1.0265 -1.1807 0.0 0.0 0.0
C -5.1107 1.7213 -1.6449 -0.4 -0.1 0.0
C -3.9365 1.2850 -0.7854 0.1 -0.1 0.0
N -2.7125 1.4955 -1.5233 0.2 -0.1 0.0
H -7.1917 1.2857 -1.7471 0.0 0.0 -0.1
H -6.6081 1.2518 -0.2103 0.1 0.0 0.0
H -6.2799 0.0113 -1.2370 0.0 0.0 0.0
H -5.3291 2.7863 -1.5967 0.1 0.0 0.0
H -4.9596 1.4270 -2.6805 0.1 0.0 0.0
H -4.0285 0.2093 -0.6038 0.1 0.0 0.0
H -3.9841 1.7723 0.1996 0.0 0.1 0.0
H -2.4832 2.4722 -1.6584 0.0 0.0 0.1
H -1.9294 1.0217 -1.0667 -0.1 0.1 -0.1
```
Positions in Å, forces in eV/Å.

4.
The following is a quantum chemistry calculation of a molecular structure, C40H34Cl2FeN2O2P2S2 at a distorted geometry, from the Open Molecules 2025 dataset.

The multiplicity is 5. Its molecular weight is 827.56 g mol⁻¹. The expectation value of S² is 6.018. As for the total energy: -5467.803896 a.u.

The geometry in XYZ format:
```
85
Properties=species:S:1:pos:R:3:forces:R:3
Fe -0.0397 -0.5630 0.4236 -0.2 2.2 -1.8
N -0.4591 0.8763 2.0020 0.4 0.7 -1.2
C -1.1710 0.2849 3.0848 -0.2 -0.1 0.3
C -1.9333 1.0262 3.9800 -0.2 -0.2 -0.2
C -2.5966 0.4233 5.0310 0.2 0.4 0.4
C -2.4132 -0.9216 5.3032 0.1 -1.4 -0.5
C -1.6769 -1.7031 4.4002 -0.1 0.8 -0.8
C -1.0935 -1.0889 3.2234 -1.3 -1.9 2.2
P -0.5318 -2.1142 1.8542 1.6 -2.2 1.6
C 0.9465 -3.0716 2.4560 -0.7 0.0 0.9
C 1.6812 -3.7947 1.5362 -1.0 0.0 -2.1
C 2.6926 -4.6612 1.8688 1.1 0.3 -0.1
C 3.0540 -4.7597 3.2026 -0.2 0.1 0.5
C 2.3928 -3.9750 4.1542 0.3 -0.5 0.2
C 1.3365 -3.1579 3.7971 0.1 0.3 -0.5
C -1.6295 -3.3921 1.2235 -0.1 -1.4 0.7
C -1.2149 -4.7087 0.8857 0.1 1.2 0.0
C -1.9254 -5.4141 -0.0517 -1.8 0.2 0.6
C -3.2437 -5.0293 -0.3990 -0.1 -0.1 0.1
C -3.7326 -3.8243 0.1030 -0.2 -0.6 -0.2
C -2.9032 -3.0217 0.8888 -0.4 0.2 -0.8
H -0.9430 1.6534 1.5316 0.1 -0.2 0.4
H 0.4373 1.2793 2.2946 -0.2 0.1 0.1
H -2.0936 2.0677 3.8023 0.2 0.6 -0.1
H -3.2156 1.0419 5.6811 0.1 -0.2 -0.2
H -2.9320 -1.4324 6.1275 0.4 0.5 -0.3
H -1.6145 -2.7931 4.5366 0.0 0.6 -0.1
H 1.3821 -3.7063 0.4656 0.4 -0.1 0.8
H 3.3263 -5.1015 1.0805 -0.7 -0.1 0.5
H 3.8388 -5.4426 3.5018 0.1 0.1 0.1
H 2.6733 -4.0103 5.2083 0.1 -0.1 -0.3
H 0.8851 -2.5448 4.5592 -0.3 0.0 0.1
H -0.3740 -5.1485 1.3841 0.5 0.0 -0.3
H -1.5839 -6.3549 -0.3756 0.5 -1.1 -0.3
H -3.9307 -5.7419 -0.9379 1.0 1.0 0.3
H -4.7513 -3.5259 -0.1469 0.3 0.1 0.2
H -3.1864 -2.0383 1.1792 -0.7 0.5 0.1
S -2.1953 -0.5569 -0.8635 0.4 0.1 -1.1
C -1.0381 -1.3078 -1.9028 0.7 -0.2 1.1
N 0.2105 -1.5072 -1.3745 -0.9 -0.9 -2.7
C 1.0535 -2.0988 -2.3647 0.4 -0.5 0.1
C 2.4374 -2.4779 -2.2545 -1.3 1.4 -0.4
C 3.1614 -2.6473 -3.4347 -0.4 -1.1 0.3
C 2.5302 -2.7511 -4.6871 -0.6 1.1 0.4
C 1.1771 -2.4204 -4.7808 -0.4 -1.4 -0.5
C 0.4171 -2.2791 -3.6220 1.3 1.1 0.5
S -1.2630 -1.9118 -3.5599 -0.2 0.8 1.3
H 2.9061 -2.4909 -1.2764 0.1 0.2 -0.2
H 4.2285 -2.7939 -3.3539 0.1 -0.2 0.0
H 3.0563 -3.0226 -5.5884 0.3 0.2 0.0
H 0.6306 -2.4033 -5.7418 0.6 -0.1 0.5
O 2.7201 3.2736 1.3928 -1.3 0.7 -0.9
C 1.6843 4.0222 1.3695 0.0 -0.2 1.4
O 0.9679 4.2818 2.3800 0.1 -0.3 -1.2
C 1.2144 4.6728 0.0085 0.6 -1.5 0.1
P 0.0127 3.4751 -0.8290 1.2 -1.4 0.5
C 0.6568 3.3619 -2.5584 0.2 1.1 0.1
C 1.4011 2.2891 -3.0353 -0.4 -1.0 1.0
C 1.9728 2.2954 -4.2947 -0.2 0.2 0.1
C 1.8764 3.4608 -5.0642 1.1 -0.9 -1.2
C 1.2203 4.5777 -4.5973 -0.9 0.4 0.3
C 0.5931 4.5082 -3.3520 -0.1 0.0 0.0
C -1.5769 4.3184 -0.8840 -0.5 1.0 -0.9
C -2.4258 4.3529 -2.0208 0.4 -0.3 1.4
C -3.6613 4.9937 -1.9492 0.0 -0.7 -0.8
C -4.0949 5.5532 -0.7542 0.5 0.6 -0.1
C -3.1989 5.6653 0.2967 0.2 -1.2 0.3
C -1.9718 5.0113 0.2633 -0.1 0.0 -0.7
H 2.1088 4.7999 -0.5961 0.0 -0.2 -0.4
H 0.7542 5.6298 0.1129 -0.4 0.6 0.4
H 1.5135 1.3988 -2.3852 -0.1 0.5 -0.5
H 2.4321 1.3584 -4.6211 0.1 0.6 -0.2
H 2.3752 3.4706 -6.0593 -0.5 0.1 0.8
H 1.0754 5.4681 -5.2230 0.3 -0.4 0.3
H 0.0165 5.3320 -2.9416 0.1 0.2 -0.3
H -2.1245 3.7508 -2.8651 -0.1 0.3 -0.4
H -4.2589 4.9775 -2.8735 0.0 0.1 0.7
H -5.0800 5.9560 -0.6098 -0.3 0.2 -0.3
H -3.4850 6.1089 1.2263 -0.3 0.4 0.3
H -1.3073 5.0087 1.1080 0.2 0.2 0.4
Cl 2.2765 -0.8690 0.7885 2.2 1.2 0.4
C 3.6058 0.5466 1.0690 -1.0 -0.6 -0.2
Cl 5.1901 -0.1454 1.1310 -0.1 0.0 -0.3
H 3.3322 0.8894 2.0523 -0.1 0.4 -0.1
H 3.4155 1.2628 0.2606 0.2 -0.3 0.5
```
Positions in Å, forces in eV/Å.